(1)
95
Properties=species:S:1:pos:R:3:forces:R:3 method="wB97M-V/def2-TZVPD" homo_lumo_gap_ev="5.720 / 5.727" charge=+1 s2=2.003 spin_multiplicity=3
Tm 0.254 -0.407 -0.519 0.949 -0.605 4.979
C -0.920 -2.576 1.633 0.918 0.755 0.496
C 0.367 -2.747 1.015 0.151 1.464 -0.092
C 0.652 -1.539 2.964 -0.543 -0.734 -1.214
C -0.729 -1.832 2.814 0.916 -0.167 -0.386
C 1.338 -2.067 1.847 -1.125 0.060 0.188
C -2.168 -3.308 1.374 -0.832 -0.386 -0.187
H -2.228 -3.719 0.374 -0.055 -0.314 -0.033
H -3.039 -2.656 1.492 -0.090 -0.107 0.042
H -2.305 -4.163 2.047 0.024 0.134 0.014
C -1.728 -1.589 3.874 -0.562 0.328 0.466
H -2.712 -1.986 3.609 0.046 0.020 0.072
H -1.859 -0.519 4.078 -0.031 -0.215 0.026
H -1.433 -2.054 4.827 -0.031 0.053 -0.222
C 1.250 -0.991 4.193 0.233 0.542 0.543
H 1.182 -1.696 5.036 0.019 0.048 -0.230
H 0.734 -0.080 4.510 0.073 -0.177 0.044
H 2.307 -0.736 4.061 -0.118 -0.038 0.052
C 2.807 -2.256 1.792 0.828 -0.169 -0.176
H 3.143 -3.127 2.387 -0.148 0.265 -0.225
H 3.345 -1.382 2.181 -0.043 -0.277 -0.037
H 3.159 -2.412 0.764 -0.006 -0.108 0.266
C 0.761 -3.855 0.123 0.352 -0.838 -0.469
H 1.249 -4.668 0.683 -0.086 0.072 -0.112
H 1.476 -3.554 -0.650 0.106 -0.088 -0.090
H -0.086 -4.309 -0.392 -0.116 -0.070 -0.079
C -1.453 0.830 -3.427 -0.893 -0.800 1.192
C -2.095 -0.501 -3.808 -1.476 -0.365 -1.346
C -1.285 -1.454 -4.672 -0.262 0.118 -0.594
C 0.239 -1.467 -4.496 0.014 -0.625 -0.617
C 0.796 -1.075 -3.087 1.823 -1.006 -2.448
C 1.809 0.039 -3.371 0.767 0.276 -0.450
C 1.133 1.308 -3.959 0.603 0.105 0.016
C -0.348 1.347 -4.298 -0.393 0.948 -0.442
H -1.527 -1.071 -5.667 0.313 -0.348 -0.207
H 0.657 -0.801 -5.279 -0.084 -0.357 0.657
H -1.681 -2.475 -4.669 -0.166 0.236 0.157
H -0.539 0.933 -5.270 0.126 -0.148 -0.628
H -2.262 1.564 -3.374 0.072 0.166 -0.343
H -3.025 -0.294 -4.332 -0.180 -0.206 -0.403
H -0.606 2.396 -4.406 0.343 0.308 -0.244
H 1.357 2.167 -3.325 -0.112 0.005 0.053
H 2.622 -0.249 -4.054 -0.438 -0.341 -0.140
H 1.635 1.523 -4.912 -0.016 0.109 0.292
H 0.589 -2.477 -4.810 -0.108 0.606 0.397
H 1.332 -1.982 -2.761 -0.263 0.312 0.523
P -2.592 -0.972 -2.120 4.075 3.482 -0.831
C -4.088 0.000 -1.864 -1.418 -0.884 0.262
C -1.985 -2.684 -2.031 -0.857 -0.780 1.257
P 2.619 0.356 -1.784 -0.800 0.183 1.207
C -1.152 0.378 -2.037 -0.977 0.974 1.062
C 3.748 -1.043 -1.493 0.535 0.010 -0.471
C 3.428 1.998 -1.731 0.235 0.118 -0.059
H -3.899 0.970 -1.380 0.341 -0.647 -0.161
H -4.796 -0.572 -1.264 -0.320 0.265 -0.002
H -4.495 0.166 -2.870 -0.091 -0.140 0.321
H -1.088 -2.855 -2.659 -0.752 0.627 0.146
H -2.832 -3.309 -2.367 0.451 -0.049 0.036
H -1.723 -2.984 -1.006 -0.243 0.213 -0.411
H 3.233 2.583 -2.665 0.432 -0.579 0.776
H 4.514 1.853 -1.541 -0.673 0.362 -0.222
H 2.963 2.527 -0.874 0.452 -0.160 -0.637
H -0.772 1.218 -1.387 -1.818 -0.057 0.357
H -0.068 -0.490 -2.535 0.654 -1.274 -0.404
H 4.152 -0.946 -0.478 0.004 -0.057 -0.315
H 4.562 -1.102 -2.236 -0.186 0.081 0.337
H 3.182 -1.990 -1.553 0.162 0.433 0.104
C -2.192 3.751 1.317 -0.343 -0.161 -0.079
Si -1.670 2.036 1.937 0.576 0.141 -0.377
C -1.864 2.243 3.798 0.086 -0.014 0.417
C -2.999 0.759 1.544 -0.329 -0.144 0.018
C 0.032 1.587 1.160 -0.695 0.131 -0.883
Si 1.364 2.321 2.259 0.590 0.702 -0.067
C 1.367 2.326 4.158 -0.077 -0.266 0.466
C 3.039 1.546 1.839 0.293 0.084 0.032
C 1.488 4.222 1.970 0.227 -0.376 -0.180
H -3.059 4.102 1.898 0.173 -0.059 -0.207
H -2.489 3.719 0.261 0.047 0.115 0.055
H -1.397 4.501 1.425 -0.153 -0.274 -0.037
H -2.934 2.375 4.018 0.173 -0.044 -0.214
H -1.530 1.392 4.399 -0.003 0.166 -0.077
H -1.363 3.139 4.183 -0.038 -0.147 -0.126
H -2.653 -0.268 1.734 0.036 0.263 -0.069
H -3.848 0.944 2.221 0.078 -0.093 -0.307
H -3.365 0.821 0.514 0.044 0.009 0.164
H 0.056 2.344 0.299 -0.010 -0.386 0.749
H 2.106 1.620 4.562 -0.210 0.168 -0.170
H 0.416 2.113 4.647 0.245 -0.014 -0.050
H 1.675 3.324 4.513 -0.102 -0.240 -0.291
H 3.468 1.939 0.908 -0.017 -0.115 0.309
H 3.755 1.746 2.655 -0.151 -0.060 -0.351
H 2.939 0.456 1.740 -0.036 0.258 0.025
H 1.704 4.456 0.914 -0.134 0.102 0.297
H 0.562 4.741 2.273 0.381 -0.195 -0.124
H 2.316 4.614 2.592 -0.351 -0.114 -0.331

(2)
92
Properties=species:S:1:pos:R:3:forces:R:3 method="wB97M-V/def2-TZVPD" homo_lumo_gap_ev=11.234 charge=0 de_lowest_kj_mol=0.0
C -0.716 -3.649 -3.436 -0.081 0.295 -0.043
H 0.169 -3.547 -4.061 0.113 -0.059 -0.072
H -1.515 -4.071 -4.042 -0.066 -0.101 -0.067
H -0.489 -4.348 -2.633 0.043 -0.121 0.101
C -1.128 -2.296 -2.860 0.020 -0.300 0.153
C 0.031 -1.700 -2.065 -0.227 0.053 -0.237
H 0.267 -2.332 -1.212 0.058 -0.075 0.167
H -0.216 -0.703 -1.708 0.051 0.143 0.126
H 0.919 -1.624 -2.689 0.147 0.036 -0.023
C -2.388 -2.456 -2.001 0.130 0.435 -0.260
C -3.021 -1.133 -1.576 -0.168 -0.431 0.127
H -2.334 -0.586 -0.930 0.101 0.141 0.050
C -4.345 -1.352 -0.846 0.097 0.466 -0.154
H -5.051 -1.816 -1.538 -0.034 -0.102 -0.008
H -4.195 -2.048 -0.017 -0.037 -0.101 0.079
C -4.952 -0.049 -0.308 -0.084 -0.330 0.162
C -6.446 -0.229 -0.042 0.219 0.166 -0.118
H -6.872 0.676 0.384 -0.131 0.079 0.076
H -6.611 -1.048 0.656 -0.031 -0.102 0.099
H -6.978 -0.453 -0.965 -0.103 -0.029 -0.071
C -4.235 0.413 0.969 -0.060 0.240 -0.180
C -4.231 1.932 1.161 0.090 -0.047 -0.070
H -3.969 2.158 2.196 -0.075 0.075 0.062
H -5.240 2.315 0.993 -0.073 0.027 0.092
C -3.269 2.664 0.222 0.043 -0.214 0.207
H -3.464 2.334 -0.801 -0.009 0.052 -0.099
H -3.481 3.735 0.261 0.005 0.080 -0.093
C -1.782 2.449 0.536 -0.121 0.325 -0.231
C -1.372 3.228 1.783 -0.023 -0.288 -0.112
H -1.957 2.917 2.645 -0.028 0.013 0.160
H -0.323 3.065 2.019 0.124 0.016 0.093
H -1.527 4.294 1.630 -0.023 0.150 -0.020
H -1.615 1.383 0.723 0.028 -0.081 -0.020
C -0.922 2.852 -0.670 0.109 -0.376 0.296
C 0.496 2.286 -0.620 -0.116 0.334 -0.302
C 1.318 2.724 -1.831 0.115 -0.282 0.109
C 2.614 1.929 -2.006 -0.092 0.114 0.251
H 2.344 0.895 -2.225 -0.005 -0.096 -0.103
H 3.150 2.322 -2.874 0.098 -0.067 -0.084
C 3.556 1.946 -0.798 0.248 0.086 -0.249
C 3.970 3.372 -0.433 -0.174 -0.274 0.080
H 3.115 3.961 -0.114 -0.079 0.156 0.039
H 4.692 3.361 0.380 0.077 0.046 0.081
H 4.428 3.864 -1.289 0.067 0.093 -0.114
C 4.821 1.119 -1.066 -0.242 -0.178 0.047
C 4.600 -0.355 -1.417 -0.064 0.050 0.075
H 5.578 -0.831 -1.502 0.012 -0.040 -0.090
C 3.733 -1.139 -0.429 0.198 0.248 0.063
H 2.722 -0.736 -0.465 -0.161 -0.038 -0.039
C 4.217 -1.130 1.026 -0.016 -0.394 -0.035
C 5.627 -1.706 1.148 -0.187 0.266 0.000
H 6.350 -1.094 0.617 0.159 0.018 -0.070
H 5.928 -1.752 2.193 0.070 -0.027 0.092
H 5.661 -2.714 0.739 0.033 -0.151 -0.062
H 4.231 -0.098 1.390 -0.022 0.060 0.029
C 3.265 -1.935 1.921 -0.061 0.469 -0.117
C 1.851 -1.363 2.018 0.103 -0.358 0.210
C 1.039 -2.100 3.083 -0.205 0.176 -0.107
H 1.487 -1.905 4.061 0.058 -0.054 0.050
H 1.118 -3.175 2.899 0.044 -0.071 0.047
C -0.451 -1.732 3.145 0.072 -0.019 -0.012
C -1.199 -2.165 1.887 0.073 -0.015 0.301
H -2.270 -2.029 2.021 -0.147 0.021 -0.062
H -0.888 -1.577 1.027 0.019 0.091 -0.205
H -1.014 -3.216 1.672 -0.007 -0.136 -0.096
C -0.663 -0.242 3.405 -0.005 -0.310 0.064
H -0.123 0.074 4.294 0.060 0.120 0.107
H -0.318 0.349 2.561 0.047 0.148 -0.132
H -1.721 -0.033 3.554 -0.128 0.098 0.003
H -0.875 -2.286 3.992 0.016 0.035 -0.049
H 1.911 -0.302 2.268 -0.026 0.127 -0.072
H 1.352 -1.457 1.054 -0.064 0.102 -0.110
H 3.690 -1.971 2.928 0.030 -0.082 0.052
H 3.212 -2.963 1.553 0.039 -0.114 0.013
H 3.683 -2.176 -0.770 -0.102 -0.087 0.019
H 4.132 -0.424 -2.402 0.058 -0.043 -0.056
H 5.371 1.583 -1.889 0.075 0.085 0.021
H 5.458 1.178 -0.180 0.099 0.061 0.034
H 3.035 1.510 0.059 -0.047 -0.040 0.060
H 0.716 2.582 -2.733 -0.036 0.082 -0.023
H 1.535 3.791 -1.755 -0.034 0.091 -0.049
H 0.444 1.195 -0.596 0.021 -0.108 0.082
H 0.992 2.614 0.294 0.068 -0.071 0.117
H -1.399 2.489 -1.584 -0.030 0.038 -0.067
H -0.878 3.942 -0.735 -0.047 0.116 -0.064
H -3.205 0.060 0.960 0.112 -0.097 0.075
H -4.724 -0.052 1.829 0.032 -0.114 0.034
H -4.837 0.718 -1.081 0.033 0.015 -0.032
H -3.199 -0.517 -2.462 0.018 0.093 -0.034
H -2.142 -3.041 -1.111 0.011 -0.122 0.066
H -3.126 -3.024 -2.573 -0.049 -0.087 0.023
H -1.361 -1.621 -3.693 -0.027 -0.004 0.013